The following is a quantum chemistry calculation of a molecular structure, C4H9N2 at a distorted geometry, from the Open Molecules 2025 dataset.

The LUMO energy comes out at -3.39 eV. The total energy comes out at -267.01864 a.u. The strongest force on any atom comes out at 0.081 hartree/bohr. Its net charge is +1.

The geometry in XYZ format:
```
15
Properties=species:S:1:pos:R:3:forces:R:3
C -1.101678 -1.152202 -0.221897 -1.0941 1.5686 0.4044
C 0.119636 -1.419696 0.086923 1.0355 0.5906 0.0949
C -1.493633 0.247386 0.082432 -2.9596 0.8410 2.6614
C 0.875327 -0.220991 0.488712 3.2242 1.4595 -0.9101
N 2.082598 -0.144757 -0.197357 0.3540 1.8338 2.0240
N -0.339668 1.143360 0.009484 0.4468 -2.6171 -3.1934
H -1.865096 -1.747549 -0.580443 -1.0904 -1.6120 -0.6929
H 0.675359 -2.308328 -0.057866 0.2663 -0.8326 0.0478
H -2.462982 0.524770 -0.429159 1.4000 0.2262 0.2271
H -1.753811 0.359509 1.238845 0.0594 -0.7144 -2.1835
H 0.956303 0.126322 1.503280 -0.0898 -0.2889 0.5265
H 1.975403 -0.461767 -1.125535 0.6294 -0.3124 -1.1233
H 2.911570 0.524757 0.026096 -2.4608 -1.6617 -0.4747
H -0.181243 1.462718 -0.991973 0.0388 -0.1171 1.7897
H -0.452362 1.854342 0.672028 0.2404 1.6366 0.8020
```
Forces are in eV/Å.

Mulliken atomic charge list, values in e, 8 entries: -0.252, -0.657, -0.496, 0.026, -0.453, -0.364, 0.524, 0.484